{
  "formula": "C52H99N9O11",
  "method": "wB97M-V/def2-TZVPD",
  "smiles": "O=[N+]([O-])c1ccccc1.O=[N+]([O-])c1ccccc1.COC[C@H](C)N.COC[C@H](C)N.COC[C@H](C)N.COC[C@H](C)N.COC[C@H](C)N.COC[C@H](C)N.COC[C@H](C)N.c1ccccc1.c1ccccc1",
  "fmax_ev_per_a": 1.66,
  "homo_ev": -8.971,
  "spin_multiplicity": 1,
  "species": ["O", "N", "O", "C", "C", "C", "C", "C", "C", "H", "H", "H", "H", "H", "O", "N", "O", "C", "C", "C", "C", "C", "C", "H", "H", "H", "H", "H", "C", "O", "C", "C", "C", "N", "H", "H", "H", "H", "H", "H", "H", "H", "H", "H", "H", "C", "O", "C", "C", "C", "N", "H", "H", "H", "H", "H", "H", "H", "H", "H", "H", "H", "C", "O", "C", "C", "C", "N", "H", "H", "H", "H", "H", "H", "H", "H", "H", "H", "H", "C", "O", "C", "C", "C", "N", "H", "H", "H", "H", "H", "H", "H", "H", "H", "H", "H", "C", "O", "C", "C", "C", "N", "H", "H", "H", "H", "H", "H", "H", "H", "H", "H", "H", "C", "O", "C", "C", "C", "N", "H", "H", "H", "H", "H", "H", "H", "H", "H", "H", "H", "C", "O", "C", "C", "C", "N", "H", "H", "H", "H", "H", "H", "H", "H", "H", "H", "H", "C", "C", "C", "C", "C", "C", "H", "H", "H", "H", "H", "H", "C", "C", "C", "C", "C", "C", "H", "H", "H", "H", "H", "H"],
  "coordinates": [[12.776270, 2.832599, -14.635930], [11.867695, 2.446254, -13.924925], [11.631811, 1.283500, -13.666619], [11.024892, 3.488464, -13.351018], [10.082537, 3.145028, -12.406954], [9.309106, 4.093165, -11.782363], [9.448906, 5.418316, -12.179080], [10.448796, 5.773292, -13.084616], [11.276145, 4.822635, -13.634642], [9.978389, 2.100960, -12.154750], [8.615043, 3.840678, -10.990240], [8.867405, 6.208579, -11.720179], [10.573342, 6.807499, -13.379592], [12.058724, 5.115869, -14.326607], [6.858410, 1.398997, -14.133462], [7.630339, 0.971015, -13.295629], [8.646158, 0.354831, -13.536828], [7.310272, 1.210445, -11.882694], [6.182045, 1.955826, -11.591181], [5.854849, 2.185870, -10.266578], [6.646207, 1.635809, -9.263168], [7.826051, 0.971390, -9.560773], [8.158960, 0.764866, -10.893796], [5.550042, 2.282022, -12.404046], [5.021777, 2.807705, -9.968545], [6.352220, 1.809403, -8.233434], [8.427103, 0.511887, -8.789222], [9.072430, 0.233017, -11.121416], [11.153943, -2.141203, -13.345042], [10.619195, -2.762756, -12.199439], [11.577880, -3.416413, -11.400265], [10.904359, -3.891311, -10.128550], [9.762455, -4.871814, -10.348789], [10.490834, -2.676988, -9.400459], [10.327184, -1.867135, -14.001903], [11.808551, -2.830521, -13.891474], [11.660049, -1.197501, -13.109948], [11.992331, -4.272336, -11.952560], [12.407388, -2.762021, -11.094855], [11.675800, -4.376122, -9.520933], [10.163988, -5.821805, -10.715598], [9.030085, -4.518123, -11.071016], [9.293335, -5.068561, -9.383899], [10.141841, -2.036107, -10.104676], [9.769017, -2.825853, -8.709162], [15.471435, 9.649294, -11.960309], [14.975575, 9.607185, -13.285954], [14.438853, 8.353959, -13.620522], [14.034549, 8.330678, -15.068279], [12.863660, 9.276429, -15.322679], [13.643033, 6.962623, -15.449645], [15.830201, 10.670443, -11.842217], [16.305683, 8.949711, -11.841952], [14.699218, 9.443492, -11.212313], [15.176268, 7.562071, -13.405295], [13.556343, 8.097270, -13.010178], [14.841240, 8.660729, -15.738982], [11.932061, 8.865389, -14.924787], [12.718268, 9.412808, -16.396911], [13.052194, 10.244997, -14.860743], [14.458172, 6.345627, -15.409599], [13.457934, 6.977541, -16.454234], [11.696569, 0.439932, -9.673014], [11.134514, 1.699976, -10.002892], [11.797245, 2.836397, -9.452797], [11.983805, 2.851524, -7.938553], [10.684021, 2.777030, -7.186833], [12.634774, 4.131566, -7.617197], [11.308818, -0.214493, -10.459362], [11.381720, 0.023314, -8.716983], [12.778482, 0.478608, -9.848376], [12.760943, 2.940392, -9.967985], [11.100381, 3.652867, -9.660613], [12.663183, 2.059727, -7.616508], [10.095748, 1.931421, -7.560314], [10.079662, 3.682880, -7.170965], [10.880332, 2.512386, -6.143746], [13.542649, 4.225720, -8.060550], [12.067323, 4.894165, -7.985053], [14.020125, 8.322545, -19.112851], [13.516520, 7.162140, -18.500680], [12.815100, 6.335899, -19.397072], [12.477444, 5.000379, -18.765949], [11.466091, 5.161829, -17.616225], [13.705341, 4.367407, -18.305825], [14.506623, 8.900604, -18.326455], [13.247867, 8.906175, -19.620729], [14.818917, 8.075936, -19.825498], [11.870911, 6.815380, -19.691810], [13.418705, 6.110191, -20.287371], [11.973066, 4.352445, -19.483360], [11.095137, 4.170421, -17.336383], [10.577588, 5.744935, -17.879501], [11.921677, 5.599805, -16.729188], [13.509049, 3.461872, -17.882568], [14.093936, 4.933534, -17.558181], [19.575899, 3.665931, -12.726935], [18.351651, 4.333211, -12.588120], [17.355873, 3.808410, -13.434081], [16.031228, 4.538971, -13.271117], [15.269606, 4.073016, -12.046026], [15.199491, 4.394846, -14.487769], [19.897642, 3.680002, -13.779463], [19.554724, 2.617194, -12.406463], [20.306853, 4.215597, -12.137481], [17.687882, 3.887797, -14.484453], [17.222486, 2.726725, -13.267429], [16.229456, 5.615770, -13.232099], [14.909903, 3.053875, -12.170821], [14.441284, 4.739689, -11.803354], [15.947557, 4.071649, -11.187313], [15.793398, 4.567059, -15.293512], [14.860653, 3.439680, -14.542542], [13.757044, -0.329829, -15.987228], [13.383401, 0.369711, -17.174665], [12.840950, -0.451475, -18.178710], [11.383244, -0.105817, -18.410168], [10.568927, -0.071033, -17.129586], [10.812101, -1.068152, -19.368990], [14.504795, -1.101840, -16.189835], [12.855538, -0.793108, -15.569921], [14.111941, 0.435901, -15.308725], [13.410168, -0.259783, -19.098183], [12.934976, -1.522748, -17.963161], [11.378128, 0.923765, -18.796768], [10.597529, -0.990775, -16.547489], [9.524845, 0.133823, -17.387316], [10.887793, 0.784731, -16.532046], [9.943827, -0.675393, -19.722826], [11.426001, -1.071113, -20.182811], [11.749379, 7.066793, -9.748866], [11.379934, 6.718726, -8.452271], [11.438742, 7.763494, -7.507727], [11.059117, 7.261751, -6.125174], [10.992329, 8.455208, -5.171741], [12.064305, 6.339084, -5.585160], [11.537110, 6.273936, -10.465502], [12.779506, 7.420728, -9.862200], [11.076701, 7.865769, -10.110866], [12.427196, 8.258508, -7.530134], [10.807768, 8.603016, -7.864221], [10.087325, 6.768795, -6.200530], [12.025761, 8.781412, -5.001704], [10.603793, 8.158176, -4.200869], [10.475409, 9.335681, -5.554548], [12.159508, 5.480968, -6.130600], [12.964203, 6.806492, -5.641290], [17.056305, 0.367964, -11.663009], [17.428407, -0.665526, -12.519883], [16.443144, -1.376511, -13.183476], [15.098053, -1.062331, -13.039209], [14.740477, -0.016024, -12.196173], [15.714619, 0.674870, -11.488412], [17.802388, 0.833370, -11.028601], [18.487980, -0.855625, -12.624581], [16.741792, -2.152009, -13.881500], [14.349911, -1.630652, -13.574723], [13.691870, 0.232676, -12.071152], [15.360142, 1.376968, -10.744520], [6.162443, 6.312125, -10.589394], [6.908282, 5.928948, -9.487528], [7.869144, 6.756211, -8.918620], [8.191089, 7.928325, -9.610935], [7.490273, 8.302117, -10.742861], [6.479673, 7.498297, -11.246416], [5.333087, 5.701187, -10.920798], [6.726797, 4.950800, -9.048913], [8.487050, 6.461499, -8.082307], [8.937506, 8.563715, -9.149206], [7.756776, 9.207006, -11.276451], [5.918974, 7.753830, -12.136113]],
  "forces_ev_per_a": [[0.0209, -0.4018, -0.1674], [0.1023, 0.2931, -0.1643], [0.0465, -0.0539, 0.0701], [-0.0842, 0.6538, 0.7081], [-0.0957, -1.2934, -0.0053], [-0.1746, 0.8215, -0.1375], [0.4412, 0.2535, 0.2476], [-0.4498, 0.2218, 0.1478], [0.2909, -0.2333, -0.8831], [0.0800, 0.0280, 0.0270], [-0.0558, -0.1842, -0.1131], [-0.1594, -0.1332, -0.0163], [0.0688, 0.0294, 0.0848], [0.0443, -0.0374, 0.0874], [0.1314, -0.0546, 0.0886], [-0.0494, -0.0700, -0.1262], [0.0833, -0.0634, -0.0807], [-0.1238, 0.4368, 0.1758], [-0.4623, -0.0799, -0.0962], [0.3416, -0.0927, 0.1719], [0.1385, 0.5192, 0.3424], [-0.5466, -0.3562, -0.3684], [0.4199, -0.4415, 0.3252], [0.0706, 0.1734, 0.0119], [-0.2023, -0.1336, -0.2572], [0.0985, -0.1193, -0.0044], [0.1249, 0.2316, 0.0587], [-0.0832, -0.0014, -0.2538], [-0.1964, 0.2035, -0.2980], [-0.0960, 0.2014, 0.1637], [0.1338, -0.4167, 0.0354], [-0.2743, 0.3682, 0.5659], [0.4049, -0.3751, -0.0538], [0.3601, 0.1948, -0.3825], [-0.0685, -0.1238, 0.0980], [0.1298, 0.1068, 0.0458], [0.2647, -0.1976, 0.0976], [0.0488, 0.0481, 0.0449], [-0.0758, 0.1594, -0.2839], [0.0011, -0.1006, -0.0966], [-0.0945, -0.0027, -0.0127], [-0.0533, 0.1733, 0.0847], [-0.1832, -0.0412, -0.0869], [-0.2852, 0.0598, 0.2107], [-0.0625, -0.2380, -0.0947], [0.0979, 0.3640, -0.5799], [-0.1634, -0.0074, 0.2755], [0.2546, -0.5907, 0.2567], [-0.4838, -0.0779, -0.9288], [-0.0250, -0.0606, -0.0741], [0.3197, -0.0236, -0.3181], [0.0796, -0.0698, 0.2779], [-0.0349, -0.0378, 0.1112], [-0.0666, -0.0730, -0.0468], [0.0152, 0.0708, -0.1465], [-0.0074, 0.1974, 0.0252], [0.3159, 0.1901, 0.5229], [0.0819, -0.0560, 0.1154], [-0.0100, 0.0536, 0.0283], [-0.0079, 0.0412, -0.0720], [-0.3139, 0.0461, 0.5569], [-0.2887, 0.2103, 0.1933], [-0.1353, 0.2275, -1.4835], [-0.2036, 0.0629, 0.6505], [-0.7518, -0.8389, -0.0057], [0.7086, 0.9420, -0.4152], [-0.2808, -1.2402, 0.7379], [0.0207, -0.0684, 0.1357], [0.0640, -0.2086, 0.1864], [0.2902, 0.2181, 0.2262], [0.0762, -0.1936, 0.5835], [0.0274, 0.3160, 0.0715], [0.3837, 0.2345, -0.3502], [-0.1273, -0.1399, -0.0097], [-0.1617, 0.2786, -0.1675], [0.1104, 0.1345, -0.3946], [0.0737, 0.2541, 0.0167], [0.0139, -0.1669, 0.0158], [0.0623, -0.0268, -0.0355], [0.7227, -0.0346, 0.1204], [-0.1412, -0.1512, 0.0827], [-0.3616, -0.6013, -0.6885], [-0.4994, 0.2668, 1.3401], [-0.3049, -0.2932, 0.0840], [0.2316, -0.3753, -0.0482], [-0.2575, 0.1884, -0.0042], [-0.0694, 0.0143, 0.0920], [-0.2219, -0.0757, -0.1446], [0.1544, 0.1150, -0.1606], [0.0541, 0.3475, 0.0168], [0.3357, 0.1295, -0.4514], [0.1010, 0.0193, 0.0920], [0.1486, 0.0908, -0.1329], [-0.0010, 0.0745, -0.0293], [-0.0320, 0.0830, -0.1269], [0.0445, 0.0241, -0.0689], [0.3459, 0.1448, -0.3695], [-0.3679, -0.0399, 0.3363], [0.1893, -0.3361, -0.4686], [-0.2204, 0.2772, -0.8126], [0.2736, 0.3910, 0.3099], [0.3922, -0.2350, 0.5687], [0.0334, -0.0143, 0.0882], [-0.2094, 0.0483, 0.1037], [0.0320, -0.0870, 0.0509], [0.0143, 0.1797, 0.1010], [-0.0617, 0.0626, 0.1703], [0.2522, -0.0968, 0.4261], [-0.1342, -0.0016, -0.1667], [-0.1210, -0.0634, -0.1442], [-0.0158, -0.0117, -0.0096], [-0.0547, -0.1918, -0.0722], [-0.0944, 0.0656, -0.2233], [-0.7983, 0.3899, -0.5758], [0.5199, -0.1761, 0.2945], [0.0499, -0.0642, -0.3028], [-0.2040, 0.0225, 0.0800], [-0.3558, 0.4714, -0.1970], [0.2969, 0.4940, -0.2111], [0.1286, 0.1013, 0.0267], [0.1659, -0.0874, 0.2404], [0.1947, -0.1147, 0.1978], [-0.0563, -0.0862, -0.0231], [0.0045, 0.0407, 0.2165], [-0.0475, -0.0036, -0.1225], [0.1246, -0.0643, -0.0390], [-0.0039, -0.1519, 0.0516], [0.1176, -0.2359, 0.2157], [-0.0810, -0.1853, 0.1199], [-0.0764, -0.2151, 0.0188], [-0.7920, 1.0444, -1.0236], [0.0751, -0.7962, 0.4454], [-0.0746, 1.1076, -0.8677], [0.6408, 0.3921, -0.0284], [0.5512, 0.0708, 0.0100], [-0.3628, -0.0829, -0.0551], [0.2819, -0.4745, 0.4242], [0.0901, -0.1511, 0.2541], [0.2920, 0.1676, 0.1161], [0.1919, -0.5120, 0.3422], [-0.3781, -0.3575, 0.2340], [0.0429, -0.1374, 0.0864], [-0.0671, 0.0064, 0.0650], [-0.1493, 0.0165, -0.0393], [-0.3154, -0.2063, -0.0574], [-0.0717, 0.2034, 0.1641], [0.0334, -0.0676, 0.1369], [-0.0812, -0.3355, 0.5033], [-0.1660, 0.7082, 0.3856], [0.2630, -0.2313, -0.6611], [0.2917, 0.2512, 0.2002], [-0.1682, -0.3131, -0.1480], [-0.3597, -0.3064, 0.1394], [0.0129, 0.2038, -0.2110], [-0.0626, -0.3294, -0.1923], [-0.0826, -0.0845, 0.1305], [-0.0588, 0.0342, 0.0036], [0.0232, 0.0288, 0.0011], [0.3552, 0.2350, -0.0488], [0.2427, 0.3506, -0.1106], [-0.1463, -0.5863, 0.8062], [0.3807, 0.1387, -1.4136], [-0.2603, -0.0642, 1.1353], [0.2017, 0.2300, -0.5014], [-0.3901, -0.4431, 0.2448], [0.1428, -0.1120, -0.1655], [-0.1188, 0.1308, 0.0907], [-0.2060, -0.1059, 0.1358], [0.0685, 0.1522, -0.3711], [-0.0075, 0.0441, 0.1057], [0.0973, 0.2390, 0.0122]],
  "lowdin_charge": [0.05, -0.31, 0.07, -0.12, -0.02, -0.05, -0.05, -0.06, 0.00, 0.08, 0.11, 0.08, 0.11, 0.09, 0.08, -0.34, 0.08, -0.16, 0.00, -0.07, -0.07, -0.05, -0.01, 0.12, 0.11, 0.11, 0.10, 0.11, -0.10, -0.20, -0.22, -0.43, -0.06, 0.05, 0.08, 0.09, 0.07, 0.13, 0.13, 0.13, 0.08, 0.08, 0.07, 0.04, 0.07, -0.10, -0.18, -0.23, -0.43, -0.05, 0.06, 0.09, 0.09, 0.08, 0.11, 0.13, 0.14, 0.07, 0.07, 0.08, 0.04, 0.03, -0.09, -0.23, -0.18, -0.42, -0.04, 0.04, 0.06, 0.09, 0.09, 0.12, 0.12, 0.14, 0.06, 0.08, 0.09, 0.08, 0.04, -0.10, -0.22, -0.22, -0.43, -0.06, 0.06, 0.08, 0.09, 0.09, 0.13, 0.13, 0.13, 0.07, 0.08, 0.04, 0.07, 0.05, -0.12, -0.17, -0.22, -0.41, -0.05, 0.05, 0.09, 0.08, 0.09, 0.12, 0.12, 0.12, 0.05, 0.07, 0.09, 0.07, 0.05, -0.10, -0.20, -0.23, -0.45, -0.05, 0.03, 0.09, 0.07, 0.07, 0.13, 0.13, 0.13, 0.08, 0.08, 0.07, 0.07, 0.07, -0.11, -0.22, -0.22, -0.43, -0.07, 0.05, 0.07, 0.09, 0.08, 0.13, 0.11, 0.13, 0.08, 0.08, 0.07, 0.02, 0.07, -0.10, -0.09, -0.09, -0.09, -0.09, -0.11, 0.10, 0.10, 0.10, 0.09, 0.08, 0.09, -0.09, -0.11, -0.07, -0.10, -0.10, -0.09, 0.10, 0.09, 0.09, 0.09, 0.11, 0.10]
}